This record from the OMol25 dataset describes a molecular structure, C39H33AsF3O5PPd. The level of theory is ωB97M-V/def2-TZVPD.

Results
Energy relative to the best compared isomer or geometry (same formula, charge and spin) (kcal/mol): 0.00
Gap between HOMO and LUMO (eV): 7.7
Max |F| (eV/Å): 0.5
LUMO level (eV): -0.07
HOMO level (eV): -7.798

Each line ends with the Löwdin charge.
CARTESIAN COORDINATES (ANGSTROEM)
H  3.52094  -0.26279  -1.77343  0.05
C  5.66643  0.01750  2.25256  -0.12
F  -2.70416  7.11652  0.65478  0.13
O  0.38990  -1.55791  -1.99340  0.04
C  0.91540  4.19460  0.07022  -0.10
H  -1.88796  1.97103  3.01492  0.12
C  1.62516  3.09686  0.56654  -0.36
H  -3.96147  -0.89336  -1.38292  0.14
H  6.73485  2.80498  -2.82638  0.10
C  -2.47186  3.08691  -0.12850  -0.01
C  7.78086  0.03795  -0.35952  -0.14
C  -2.08885  -1.16076  0.83026  -0.45
C  5.03367  -0.92684  4.37482  -0.09
H  3.65968  3.72033  -1.27825  0.12
H  1.98079  1.52398  -5.37851  0.10
H  2.76032  -1.21975  -0.53333  0.05
C  1.15933  5.32085  2.18377  -0.09
H  5.10837  1.11857  -2.14166  0.08
H  -3.28541  0.63873  -1.95160  0.12
F  -1.77014  6.80092  2.58077  0.13
H  -2.19814  4.38427  3.49224  0.13
H  9.71021  0.96652  -0.35560  0.10
C  -2.73677  6.34664  1.75703  -0.59
C  6.47338  0.06693  -0.84313  -0.43
H  0.13696  6.14508  0.48926  0.11
H  3.68132  3.31143  -5.53796  0.10
C  3.29185  3.23758  -2.17677  -0.10
Pd  -0.21058  0.37022  -0.53439  0.58
C  7.03609  2.03120  -2.13096  -0.08
C  2.33313  2.23000  -2.08050  -0.37
C  3.53927  -0.47451  -0.70140  -0.45
C  2.34944  2.00484  -4.48171  -0.07
C  -2.19359  2.19366  0.90818  -0.16
C  -2.66564  4.42832  0.13830  -0.01
H  2.22772  4.24367  3.69852  0.10
H  3.09609  0.48009  1.16811  0.07
H  0.52962  4.17843  -0.94206  0.11
C  -2.10984  2.66528  2.21634  0.01
O  -1.78039  -0.13424  1.72730  0.04
P  1.74840  1.61142  -0.47324  0.97
C  -2.25057  -0.22702  -0.30792  -0.21
H  2.63537  2.28254  2.28627  0.09
C  4.74816  -2.19528  2.35473  -0.13
H  5.87847  1.03072  4.12787  0.10
C  -1.90781  0.79326  0.61898  -0.28
H  -2.46342  -2.73930  -1.52847  0.14
O  -2.16556  -2.32169  1.07781  0.15
H  0.82264  -3.78535  -1.77414  0.14
H  9.04742  2.75283  -1.93722  0.10
C  0.68970  5.29836  0.87816  -0.08
O  -0.12329  -3.72640  -1.97380  0.13
C  5.55725  0.12305  3.63223  -0.08
C  1.86034  4.23412  2.68002  -0.08
H  4.22330  -2.91258  4.30628  0.10
C  2.09440  3.12632  1.87591  -0.08
F  -3.90806  6.59588  2.37417  0.14
O  -2.32358  -0.97993  -2.63700  -0.11
C  -0.44138  -2.43200  -2.07414  -0.48
C  -3.02933  -0.34591  -1.56680  -0.15
H  6.06952  0.84690  1.68484  0.10
C  -2.28660  4.01221  2.47978  0.00
H  4.50850  4.41777  -3.48622  0.10
C  -2.56052  4.89157  1.44310  -0.14
C  -1.92198  -2.28715  -2.36792  -0.13
C  3.30372  3.00743  -4.57009  -0.08
C  5.25956  -1.14335  1.59932  -0.42
As  5.25965  -1.37768  -0.34355  1.29
H  4.44029  -3.11136  1.86205  0.09
C  1.85862  1.62214  -3.23962  -0.10
H  -2.11547  -2.90135  -3.25098  0.15
H  0.97115  6.18186  2.81221  0.10
C  8.70097  1.00023  -0.74595  -0.09
H  -2.87310  5.11992  -0.66657  0.12
H  -2.50027  2.72955  -1.14987  0.11
H  8.08313  -0.73978  0.33349  0.10
C  3.77087  3.62811  -3.41720  -0.09
C  8.32954  2.00186  -1.63360  -0.09
C  4.62804  -2.08781  3.73390  -0.09
C  3.26300  0.77192  0.12955  -0.40
C  6.11366  1.06856  -1.73931  -0.11
H  4.94608  -0.84112  5.45021  0.10
H  4.10101  1.47434  0.11246  0.08
H  1.10316  0.84655  -3.16206  0.08